(1)
DFT (ωB97M-V with the def2-TZVPD basis set) results for C19H22AlBrN6O as an isolated structure at a distorted geometry.

Computed properties:
- calculated total energy (Eh) = -3957.03655
- charge = +2
- lowest unoccupied orbital energy (eV) = -6.50
- orbital gap (eV) = 6.31
- highest occupied orbital energy (eV) = -12.81

Each line ends with the Löwdin charge.
Positions of all 50 atoms, in Å:
Al 1.47 0.22 -1.52  0.18
N 1.46 -0.86 -3.27  0.08
C 2.92 -1.09 -3.41  -0.16
C 3.58 0.28 -3.58  -0.12
N 2.91 1.20 -2.64  -0.05
C 3.76 2.06 -1.79  -0.12
C 3.22 1.95 -0.37  -0.16
N 1.74 1.95 -0.45  0.08
H 1.01 -1.76 -3.09  0.15
H 1.08 -0.53 -4.16  0.15
H 3.17 -1.76 -4.23  0.15
H 3.27 -1.53 -2.47  0.13
H 3.49 0.63 -4.61  0.15
H 4.64 0.20 -3.35  0.14
H 2.34 1.83 -3.21  0.15
H 3.75 3.09 -2.13  0.14
H 4.80 1.72 -1.81  0.14
H 3.61 2.74 0.27  0.15
H 3.51 0.97 0.05  0.13
H 1.42 2.88 -0.75  0.15
H 1.36 1.82 0.49  0.15
Br -3.50 3.71 4.01  0.79
C -3.45 1.84 3.73  -0.67
C -2.22 1.20 3.59  -0.12
C -2.17 -0.14 3.31  -0.02
C -3.36 -0.87 3.17  -0.27
C -4.59 -0.24 3.40  0.01
C -4.64 1.12 3.64  -0.10
N -3.43 -2.21 2.84  0.11
N -2.56 -2.82 2.24  0.09
C -1.47 -2.41 1.56  -0.23
C -0.22 -2.99 1.80  0.02
C 0.92 -2.54 1.15  0.05
C 0.83 -1.51 0.23  -0.24
O 1.92 -0.96 -0.40  -0.03
C -0.41 -0.98 -0.13  -0.12
N -0.42 0.00 -1.10  0.08
C -1.60 0.50 -1.47  -0.05
C -2.80 0.06 -0.95  0.00
C -2.81 -0.94 0.02  0.07
C -1.60 -1.45 0.49  -0.07
H -1.31 1.77 3.71  0.10
H -1.21 -0.64 3.24  0.12
H -5.50 -0.82 3.33  0.13
H -5.59 1.61 3.78  0.11
H -0.15 -3.75 2.56  0.13
H 1.88 -2.96 1.40  0.14
H -1.58 1.28 -2.22  0.13
H -3.73 0.48 -1.30  0.13
H -3.75 -1.33 0.39  0.14



(2)
DFT (ωB97M-V with the def2-TZVPD basis set) results for C4H8Cl2 in the gas phase at a distorted geometry.

Computed properties:
- calculated total energy (Eh) = -1077.57431
- lowest unoccupied orbital energy (eV) = 0.95
- orbital gap (eV) = 11.22
- highest occupied orbital energy (eV) = -10.27
- structure (SMILES) = C[C@H](Cl)[C@@H](C)Cl

Each line ends with the Löwdin charge.
Positions of all 14 atoms, in Å:
C 0.50 -1.83 0.13  -0.17
C 0.59 -0.50 -0.44  -0.81
Cl 2.11 0.34 -0.19  0.67
C -0.61 0.41 0.16  -0.76
C -0.45 1.92 0.02  -0.14
Cl -2.22 -0.22 -0.24  0.62
H 0.56 -1.70 1.23  0.10
H -0.40 -2.34 -0.21  0.07
H 1.29 -2.53 -0.11  0.08
H 0.36 -0.46 -1.54  0.12
H -0.34 0.02 1.17  0.08
H 0.57 2.11 0.19  0.00
H -0.83 2.31 -0.88  0.06
H -1.13 2.46 0.70  0.09



(3)
DFT (ωB97M-V with the def2-TZVPD basis set) results for a 12-piece molecular cluster, C36H72O36 overall at a distorted geometry.

Computed properties:
- calculated total energy (Eh) = -4123.39009
- lowest unoccupied orbital energy (eV) = 0.07
- orbital gap (eV) = 10.56
- highest occupied orbital energy (eV) = -10.49
- structure (SMILES) = COC(=O)OC.COC(=O)OC.COC(=O)OC.COC(=O)OC.COC(=O)OC.COC(=O)OC.COC(=O)OC.COC(=O)OC.COC(=O)OC.COC(=O)OC.COC(=O)OC.COC(=O)OC

Each line ends with the Löwdin charge.
Positions of all 144 atoms, in Å:
C 2.37 -3.01 -8.87  -0.02
O 2.13 -1.64 -9.21  -0.01
C 2.65 -0.65 -8.48  -0.54
O 3.55 -0.71 -7.60  0.06
O 2.11 0.51 -8.96  -0.03
C 2.77 1.81 -8.65  -0.01
H 3.43 -3.25 -8.74  0.10
H 1.99 -3.61 -9.70  0.09
H 1.80 -3.28 -7.98  0.10
H 2.62 2.50 -9.48  0.08
H 3.84 1.70 -8.51  0.09
H 2.26 2.27 -7.81  0.09
C -8.39 -5.19 2.92  -0.05
O -7.33 -4.61 3.69  -0.01
C -6.57 -3.66 3.09  -0.58
O -6.63 -3.21 1.96  0.11
O -5.53 -3.48 3.88  0.00
C -4.46 -2.58 3.62  -0.04
H -8.86 -5.89 3.60  0.09
H -7.92 -5.71 2.09  0.10
H -9.26 -4.59 2.63  0.10
H -3.93 -2.85 2.71  0.10
H -3.72 -2.57 4.43  0.09
H -4.77 -1.54 3.52  0.10
C -0.32 -10.75 -7.82  -0.02
O -0.65 -9.98 -6.69  0.04
C 0.02 -8.95 -6.45  -0.68
O 1.10 -8.65 -6.93  0.11
O -0.62 -8.33 -5.46  0.00
C -0.03 -7.37 -4.63  -0.05
H -0.75 -10.41 -8.76  0.10
H -0.93 -11.63 -7.63  0.10
H 0.74 -11.01 -7.82  0.11
H 0.13 -6.47 -5.23  0.10
H 0.94 -7.70 -4.27  0.10
H -0.65 -7.22 -3.75  0.10
C -2.80 3.86 -8.30  -0.03
O -3.77 3.76 -9.37  -0.01
C -4.30 4.89 -9.91  -0.51
O -3.90 6.09 -9.69  0.04
O -5.18 4.58 -10.86  0.00
C -5.81 5.65 -11.55  -0.05
H -1.92 4.46 -8.53  0.09
H -2.45 2.87 -8.01  0.09
H -3.23 4.30 -7.40  0.09
H -5.10 6.00 -12.30  0.10
H -6.37 6.33 -10.91  0.10
H -6.57 5.32 -12.26  0.09
C 0.64 7.06 7.04  0.00
O -0.16 7.94 6.20  0.01
C -0.45 7.68 4.96  -0.63
O -0.16 6.67 4.33  0.09
O -1.21 8.68 4.58  0.03
C -1.72 8.63 3.27  -0.05
H 0.04 6.61 7.83  0.10
H 1.41 7.74 7.43  0.09
H 1.22 6.34 6.47  0.09
H -1.79 7.64 2.83  0.09
H -1.09 9.25 2.64  0.10
H -2.74 9.01 3.17  0.09
C 0.62 -0.50 -1.92  -0.03
O 1.14 -0.01 -0.65  -0.01
C 0.23 0.33 0.31  -0.52
O -1.01 0.43 0.27  0.09
O 1.01 0.46 1.41  -0.03
C 0.47 0.97 2.65  -0.04
H 0.12 0.24 -2.54  0.09
H -0.12 -1.30 -1.85  0.09
H 1.49 -0.94 -2.42  0.09
H -0.01 0.18 3.23  0.09
H -0.30 1.73 2.55  0.09
H 1.24 1.55 3.16  0.09
C 3.82 2.15 14.12  -0.04
O 3.74 1.41 12.90  0.03
C 3.18 1.98 11.88  -0.60
O 2.96 3.21 11.76  0.08
O 3.04 1.06 10.94  0.01
C 2.60 1.54 9.69  -0.05
H 4.69 2.81 14.13  0.09
H 4.01 1.41 14.91  0.09
H 3.04 2.84 14.43  0.10
H 1.57 1.88 9.77  0.10
H 2.72 0.77 8.93  0.10
H 3.23 2.40 9.45  0.09
C -6.01 3.78 -1.56  -0.06
O -7.17 4.06 -2.29  0.00
C -7.11 4.84 -3.37  -0.56
O -6.12 5.29 -3.94  0.11
O -8.37 5.02 -3.79  0.00
C -8.65 5.63 -4.99  -0.08
H -5.87 4.50 -0.75  0.10
H -5.11 3.47 -2.08  0.10
H -6.35 2.88 -1.06  0.09
H -9.63 6.10 -5.11  0.09
H -8.45 4.97 -5.83  0.10
H -8.04 6.53 -5.02  0.09
C 2.94 -4.21 7.30  -0.04
O 4.03 -4.51 8.15  0.00
C 3.95 -4.46 9.46  -0.54
O 2.89 -4.28 10.05  0.11
O 5.22 -4.74 9.97  -0.01
C 5.33 -4.74 11.36  -0.09
H 3.36 -3.61 6.49  0.10
H 2.09 -3.65 7.69  0.09
H 2.50 -5.17 7.00  0.10
H 4.79 -5.51 11.91  0.10
H 5.04 -3.78 11.80  0.10
H 6.38 -4.88 11.59  0.09
C 4.95 3.64 2.84  -0.05
O 5.22 4.33 4.04  -0.01
C 6.15 4.03 4.97  -0.55
O 6.84 3.04 5.06  0.13
O 6.01 5.01 5.90  -0.01
C 6.44 4.79 7.21  -0.07
H 5.03 2.56 2.92  0.09
H 5.68 3.84 2.05  0.09
H 3.97 3.98 2.51  0.10
H 6.27 5.65 7.86  0.09
H 7.51 4.61 7.28  0.10
H 5.87 3.99 7.67  0.09
C 7.13 -3.46 2.39  -0.03
O 6.49 -3.86 1.17  0.00
C 6.59 -3.13 0.06  -0.53
O 7.36 -2.18 -0.19  0.08
O 5.87 -3.79 -0.90  -0.03
C 6.06 -3.59 -2.33  -0.03
H 6.61 -4.00 3.19  0.09
H 7.10 -2.39 2.61  0.10
H 8.18 -3.74 2.43  0.09
H 5.59 -2.69 -2.72  0.09
H 5.54 -4.32 -2.95  0.08
H 7.11 -3.74 -2.60  0.10
C -4.50 -1.64 -4.49  -0.06
O -4.98 -1.76 -5.80  -0.01
C -4.12 -2.22 -6.73  -0.57
O -2.93 -2.53 -6.50  0.07
O -4.68 -2.36 -7.91  0.01
C -4.08 -3.15 -8.99  -0.01
H -4.15 -2.55 -4.01  0.10
H -5.39 -1.23 -4.00  0.10
H -3.67 -0.94 -4.46  0.10
H -3.50 -4.01 -8.67  0.10
H -3.53 -2.46 -9.63  0.09
H -4.83 -3.47 -9.71  0.09



(4)
DFT (ωB97M-V with the def2-TZVPD basis set) results for a 4-piece molecular cluster, C4H10N2O4 overall at a distorted geometry.

Computed properties:
- calculated total energy (Eh) = -568.79705
- lowest unoccupied orbital energy (eV) = 0.11
- orbital gap (eV) = 10.18
- highest occupied orbital energy (eV) = -10.08
- structure (SMILES) = [H]/N=C/O.C=CN=C=O.O.O

Each line ends with the Löwdin charge.
Positions of all 20 atoms, in Å:
H 2.55 -0.13 -1.85  0.05
N 2.34 -0.42 -0.91  0.11
C 1.64 0.41 -0.34  -0.41
O 1.16 0.24 0.90  0.00
H 1.28 1.37 -0.91  0.14
H 0.47 0.89 1.28  0.15
C -2.39 0.82 -1.89  0.02
C -2.92 1.51 -0.97  -0.25
N -2.22 2.46 -0.28  0.12
C -1.09 2.89 -0.21  -0.32
O -0.11 3.43 0.05  0.17
H -2.97 0.00 -2.17  0.05
H -1.37 0.92 -2.10  0.06
H -4.01 1.49 -0.54  0.15
O 1.12 -1.59 2.76  -0.03
H 1.52 -1.84 1.93  0.01
H 0.45 -0.96 2.75  -0.02
O 1.26 -4.12 0.79  -0.06
H 1.77 -3.79 1.59  0.06
H 1.53 -3.57 0.08  0.00



(5)
DFT (ωB97M-V with the def2-TZVPD basis set) results for a 2-piece molecular cluster, C7H19N4O overall at a distorted geometry.

Computed properties:
- calculated total energy (Eh) = -572.22224
- ⟨S²⟩ = 0.752
- lowest unoccupied orbital energy (alpha / beta) (eV) = 0.61 / 0.35
- orbital gap (alpha / beta) (eV) = 3.77 / 9.37
- highest occupied orbital energy (alpha / beta) (eV) = -3.16 / -9.03
- 2S+1 = 2

Each line ends with the Löwdin spin population.
Positions of all 31 atoms, in Å:
C -0.31 1.10 -0.70  0.01
C 0.91 1.62 -1.45  0.01
C -2.34 2.25 -1.87  0.00
C -2.40 -0.28 0.95  0.00
C -2.64 0.86 0.00  0.00
O -3.79 1.27 -0.05  0.00
N -1.72 1.39 -0.88  0.00
H -0.07 0.03 -0.57  0.00
H -0.07 1.48 0.34  0.00
H 0.93 1.61 -2.55  0.00
H 1.88 1.12 -1.21  0.01
H -2.71 1.73 -2.77  0.00
H -1.67 -0.11 1.75  0.00
H 1.35 2.56 -1.04  0.00
H -3.19 2.88 -1.36  0.00
H -1.58 2.96 -2.22  0.00
H -3.28 -0.33 1.63  0.00
H -2.18 -1.20 0.42  0.00
C 1.12 -2.88 -0.35  0.06
C 1.94 -1.14 1.31  0.26
N 2.02 -1.89 0.23  0.09
N 1.05 -1.13 2.30  0.07
N 2.98 -0.27 1.45  0.10
H 2.88 -1.76 -0.33  0.11
H 0.20 -1.68 2.27  0.02
H 0.94 -0.46 3.05  0.03
H 3.80 -0.38 0.84  0.10
H 3.29 -0.04 2.39  0.06
H 0.05 -2.59 -0.23  0.00
H 1.42 -3.84 0.08  0.01
H 1.22 -2.89 -1.44  0.02



(6)
DFT (ωB97M-V with the def2-TZVPD basis set) results for CHCl3CrO8S2 as an isolated structure at a distorted geometry.

Computed properties:
- calculated total energy (Eh) = -3862.21029
- ⟨S²⟩ = 6.013
- charge = -2
- lowest unoccupied orbital energy (alpha / beta) (eV) = 4.46 / 4.46
- orbital gap (alpha / beta) (eV) = 5.77 / 6.92
- highest occupied orbital energy (alpha / beta) (eV) = -1.31 / -2.46
- 2S+1 = 5

Each line ends with the Löwdin spin population.
Positions of all 16 atoms, in Å:
Cr -0.12 -0.89 -0.83  3.77
S -2.19 -0.11 -2.16  0.01
O -1.86 1.21 -2.69  0.00
O -3.54 -0.52 -2.55  0.00
O -1.18 -1.16 -2.57  0.04
O -1.97 -0.13 -0.65  0.03
S 2.38 0.05 -0.87  0.01
O 1.10 0.78 -0.53  0.03
O 3.40 0.19 0.17  0.00
O 1.86 -1.39 -0.91  0.04
O 2.88 0.47 -2.17  0.00
C -0.10 0.25 3.23  0.01
Cl -1.69 0.98 3.64  0.00
Cl 1.06 1.47 2.75  0.00
Cl -0.27 -0.98 1.99  0.04
H 0.23 -0.22 4.15  0.00



(7)
DFT (ωB97M-V with the def2-TZVPD basis set) results for C24H70BN6O6Pb as an isolated structure at a distorted geometry.

Computed properties:
- calculated total energy (Eh) = -1953.71632
- charge = +1
- lowest unoccupied orbital energy (eV) = -2.36
- orbital gap (eV) = 8.28
- highest occupied orbital energy (eV) = -10.64

Each line ends with the Löwdin charge.
Positions of all 108 atoms, in Å:
Pb 1.25 -1.07 0.54  1.53
B -0.95 0.39 -0.17  -0.55
H -0.60 0.63 0.93  -0.06
H -0.33 1.15 -0.83  -0.02
H -0.63 -0.68 -0.50  -0.11
H -2.08 0.65 -0.27  0.00
C -4.71 2.19 -3.48  -0.04
C -3.79 1.12 -2.89  -0.46
C -3.86 -0.16 -3.70  -0.21
O -5.19 -0.66 -3.82  -0.18
C -5.73 -1.15 -2.61  -0.11
N -2.43 1.66 -2.86  0.05
H -4.67 3.07 -2.83  0.07
H -5.76 1.92 -3.39  0.08
H -4.40 2.33 -4.52  0.09
H -4.14 0.92 -1.87  0.12
H -3.20 -0.95 -3.32  0.11
H -3.54 -0.03 -4.74  0.13
H -5.01 -1.19 -1.80  0.07
H -6.26 -2.09 -2.77  0.08
H -6.56 -0.48 -2.32  0.09
H -2.44 2.53 -2.33  0.05
H -1.89 1.07 -2.24  0.00
C -3.58 5.26 1.12  -0.06
C -2.68 4.34 0.31  -0.45
C -1.33 4.92 -0.10  -0.21
O -1.42 5.96 -1.04  -0.15
C -1.28 5.56 -2.37  -0.13
N -2.42 3.11 1.07  0.04
H -3.87 6.14 0.54  0.08
H -3.06 5.62 2.00  0.08
H -4.53 4.76 1.32  0.08
H -3.19 4.02 -0.61  0.12
H -0.74 4.08 -0.49  0.11
H -0.78 5.27 0.78  0.13
H -2.22 5.31 -2.89  0.08
H -0.63 4.70 -2.52  0.08
H -0.89 6.34 -3.02  0.09
H -3.32 2.69 1.25  0.07
H -1.96 2.42 0.48  -0.01
C 2.37 -5.68 -0.16  -0.05
C 2.25 -4.15 -0.28  -0.40
C 1.19 -3.93 -1.35  -0.20
O 0.92 -2.54 -1.62  -0.34
C -0.20 -2.39 -2.49  -0.08
N 1.76 -3.59 1.00  -0.04
H 1.46 -6.23 -0.40  0.09
H 2.80 -6.03 0.77  0.08
H 3.09 -6.05 -0.90  0.09
H 3.20 -3.71 -0.59  0.13
H 0.25 -4.41 -1.03  0.13
H 1.46 -4.46 -2.26  0.14
H -0.07 -2.90 -3.46  0.10
H -0.20 -1.33 -2.74  0.09
H -1.15 -2.69 -2.06  0.10
H 2.37 -3.82 1.79  0.10
H 0.91 -4.07 1.26  0.08
C -2.70 -2.42 1.24  -0.03
C -1.95 -1.88 2.47  -0.38
C -2.54 -2.33 3.80  -0.22
O -2.08 -3.61 4.16  -0.19
C -2.96 -4.26 5.07  -0.08
N -0.49 -2.17 2.37  -0.01
H -3.28 -3.30 1.54  0.08
H -1.95 -2.78 0.52  0.06
H -3.27 -1.76 0.60  0.08
H -1.94 -0.78 2.44  0.13
H -3.63 -2.20 3.69  0.13
H -2.21 -1.61 4.56  0.13
H -3.99 -4.39 4.74  0.09
H -2.87 -3.72 6.02  0.09
H -2.51 -5.23 5.28  0.09
H -0.41 -3.17 2.54  0.07
H -0.10 -1.79 3.24  0.08
C 2.23 1.46 -2.41  -0.05
C 3.47 0.63 -2.17  -0.39
C 4.54 1.47 -1.46  -0.17
O 5.72 0.67 -1.51  -0.21
C 6.79 1.10 -0.70  -0.11
N 3.23 -0.58 -1.35  0.00
H 1.94 2.02 -1.49  0.08
H 1.27 0.92 -2.37  0.06
H 2.16 2.20 -3.20  0.09
H 3.90 0.36 -3.14  0.15
H 4.28 1.70 -0.42  0.11
H 4.76 2.42 -1.96  0.14
H 7.39 1.86 -1.21  0.09
H 7.39 0.21 -0.47  0.09
H 6.52 1.48 0.30  0.08
H 4.21 -0.81 -1.13  0.07
H 3.02 -1.35 -1.98  0.08
C 3.08 2.32 3.49  -0.04
C 2.81 1.27 2.37  -0.41
C 3.92 0.25 2.51  -0.19
O 3.65 -0.85 1.63  -0.37
C 4.77 -1.73 1.51  -0.07
N 1.51 0.61 2.59  -0.03
H 4.12 2.66 3.41  0.09
H 3.00 1.85 4.48  0.08
H 2.42 3.18 3.39  0.09
H 2.80 1.77 1.40  0.13
H 4.08 -0.13 3.52  0.14
H 4.83 0.75 2.13  0.13
H 5.19 -1.94 2.49  0.10
H 5.53 -1.19 0.92  0.09
H 4.53 -2.61 0.92  0.08
H 0.79 1.33 2.50  0.09
H 1.45 0.39 3.58  0.10



(8)
DFT (ωB97M-V with the def2-TZVPD basis set) results for a 2-piece molecular cluster, C3H4N4 overall at a distorted geometry.

Computed properties:
- calculated total energy (Eh) = -335.62034
- lowest unoccupied orbital energy (alpha / beta) (eV) = 0.79 / 0.79
- orbital gap (alpha / beta) (eV) = 8.46 / 8.46
- highest occupied orbital energy (alpha / beta) (eV) = -7.67 / -7.67

Each line ends with the Löwdin charge.
Positions of all 11 atoms, in Å:
N -1.21 -0.10 1.80  0.01
C -0.50 0.33 0.76  -0.22
C 0.80 -0.22 0.64  -0.23
N 1.40 0.08 -0.50  -0.05
C 1.83 0.52 -1.51  0.10
N -0.87 0.28 -2.53  0.02
N -1.65 0.07 -1.77  0.04
H -0.93 -0.79 2.49  0.09
H -2.16 0.24 1.89  0.08
H 1.38 -0.86 1.31  0.10
H 1.91 0.45 -2.57  0.06